{"formula": "C39H31N4OSbSe4Tc", "method": "ωB97M-V with the def2-TZVPD basis set", "elements": ["Sb", "Tc", "Se", "Se", "Se", "Se", "O", "N", "N", "N", "N", "C", "C", "C", "C", "C", "C", "C", "C", "C", "C", "C", "C", "C", "C", "C", "C", "C", "C", "C", "C", "C", "C", "C", "C", "C", "C", "C", "C", "C", "C", "C", "C", "C", "C", "C", "C", "C", "C", "C", "H", "H", "H", "H", "H", "H", "H", "H", "H", "H", "H", "H", "H", "H", "H", "H", "H", "H", "H", "H", "H", "H", "H", "H", "H", "H", "H", "H", "H", "H", "H"], "coordinates": [[7.127433, 12.452001, 13.062395], [10.964559, 9.751910, 14.291718], [6.992346, 9.989274, 12.488314], [7.960820, 11.802849, 15.457884], [9.426151, 10.169884, 12.418091], [9.416010, 12.424223, 11.755566], [9.481970, 9.048159, 16.171796], [10.845152, 11.583511, 15.513228], [11.045149, 7.764828, 13.246332], [12.403420, 9.271159, 15.618318], [17.197685, 13.811686, 21.319302], [16.432969, 13.624843, 20.462628], [13.902828, 7.950427, 16.850099], [15.843183, 13.182337, 18.014779], [12.154201, 7.474087, 12.539639], [8.920370, 6.731216, 15.803396], [12.379885, 12.149419, 9.887440], [17.351590, 13.284601, 11.463992], [13.753380, 12.005564, 17.762950], [15.877036, 11.608999, 13.149490], [14.101497, 9.261283, 17.284984], [15.246908, 12.285121, 12.094742], [12.427923, 14.931584, 9.560316], [9.791607, 12.572762, 15.306640], [12.955322, 11.376375, 12.541595], [13.481586, 12.019226, 19.111482], [11.055537, 13.275891, 16.997873], [17.246785, 11.808872, 13.359261], [14.917015, 12.557079, 17.238152], [15.592912, 13.200089, 19.393861], [11.546294, 12.770866, 8.966481], [11.638864, 14.121847, 8.744971], [13.087091, 10.014127, 16.452138], [10.569461, 5.443207, 13.296185], [9.647271, 7.704404, 16.667570], [13.149923, 12.934023, 10.804095], [11.643502, 5.121646, 12.540466], [11.643141, 12.011797, 16.411021], [14.457647, 12.556895, 19.944085], [13.033444, 8.007007, 15.760020], [12.453474, 6.190574, 12.183043], [10.241307, 6.745603, 13.587351], [13.826329, 12.159321, 11.864435], [12.133952, 10.665910, 13.156439], [8.946488, 7.016484, 14.284946], [10.032642, 13.715413, 16.304535], [17.938914, 12.725489, 12.607087], [12.797061, 11.402076, 16.808852], [16.063795, 12.972818, 11.199811], [13.063954, 14.344963, 10.683598], [12.581202, 11.648649, 19.592508], [9.866579, 4.623348, 13.493627], [16.621382, 13.755715, 17.531613], [8.184900, 6.259605, 13.944089], [13.653837, 15.031352, 11.322878], [8.556831, 9.291510, 16.088407], [15.604018, 13.386585, 10.294558], [10.934619, 12.171159, 8.291237], [12.849034, 8.305160, 12.290028], [11.580027, 13.724465, 17.794667], [11.844618, 4.134405, 12.310239], [14.650687, 9.746402, 18.082127], [12.202681, 11.045858, 10.080638], [9.279689, 7.603377, 17.669126], [15.241377, 10.854621, 13.697007], [9.277233, 5.711085, 15.992258], [8.617292, 8.010637, 14.061774], [10.718813, 7.652123, 16.718347], [13.243299, 5.925576, 11.492575], [17.790330, 13.997251, 10.848198], [12.856686, 7.012230, 15.173247], [14.416368, 12.620320, 21.021464], [17.758564, 11.242940, 14.118403], [7.836332, 6.747980, 16.061737], [12.522276, 15.976227, 9.295905], [9.354692, 14.573770, 16.204298], [18.951842, 12.888654, 12.911453], [9.777829, 12.847908, 14.272951], [14.352173, 6.984190, 17.081837], [15.147456, 12.519522, 16.164051], [11.023396, 14.588892, 7.971743]], "forces_ev_per_angstrom": [[0.36, 0.03, -0.13], [-2.06, 1.59, 0.04], [0.19, -0.12, -0.12], [0.26, 0.42, -0.03], [0.09, -0.70, -0.35], [-0.82, 0.60, 0.46], [0.55, -0.09, -0.06], [-1.48, -1.50, -2.48], [0.55, 0.27, 0.93], [1.86, -5.40, -1.65], [-1.32, -0.06, -1.13], [2.58, 0.68, 0.77], [1.41, 1.14, 0.42], [-0.01, 0.96, 1.28], [0.57, 0.73, -0.05], [-0.66, -0.36, -0.57], [-0.89, -0.31, 1.24], [0.36, -0.89, 1.87], [-0.58, 0.18, -0.82], [-0.50, -0.72, 0.09], [-1.83, -0.72, -1.47], [0.76, -0.90, 0.43], [-0.19, -1.23, 0.62], [-0.27, 0.04, 0.92], [2.11, 0.91, -0.57], [0.58, 0.45, 1.32], [2.11, -0.06, 0.43], [-1.34, -0.54, 0.37], [-0.02, -0.25, -1.25], [-0.95, -1.13, 0.61], [0.63, -0.94, -0.64], [-0.31, 1.25, -0.06], [1.60, 4.95, 3.95], [-1.65, -1.52, -0.10], [0.01, 1.04, -0.27], [-1.40, 0.21, -1.55], [0.45, 2.37, 0.71], [-3.00, 3.10, 0.68], [0.46, 0.83, -0.90], [-2.36, -0.20, -1.27], [0.59, -1.28, -1.34], [-0.29, 0.51, 0.27], [-1.48, -0.02, 0.29], [-0.66, -1.12, 1.09], [-0.51, -1.73, 0.38], [-1.29, -1.68, -2.23], [0.21, 0.05, -0.62], [2.85, -5.31, 0.20], [-2.00, 0.92, -0.92], [1.28, 0.25, -0.91], [-0.03, -0.20, -0.51], [0.12, 0.57, 0.40], [0.38, -0.25, 0.31], [0.70, 0.98, -0.33], [-0.40, -0.75, -0.18], [-0.32, 0.13, -0.08], [0.14, -0.12, 0.38], [0.02, 0.06, 0.35], [-0.83, -0.62, 0.20], [0.27, 0.75, 0.83], [0.51, -1.73, -0.69], [0.10, -0.52, -0.17], [0.78, 1.40, -0.36], [-0.23, 0.23, 0.74], [0.96, 1.00, -0.25], [-0.08, 0.13, 0.01], [-0.40, 0.52, -0.06], [0.48, -0.72, -0.16], [0.45, 0.60, 0.21], [1.27, 0.86, -0.95], [-0.28, 2.46, 0.72], [-0.54, -0.35, 0.03], [0.07, 0.01, 0.27], [0.68, -0.04, 0.09], [-0.02, 0.09, 0.47], [0.71, -0.32, 0.85], [0.50, 0.39, -0.25], [0.48, 0.38, -0.68], [0.16, 0.63, 0.43], [-0.54, -0.09, 0.39], [0.35, -0.18, 0.09]], "total_energy_ha": -11725.44622, "total_charge": 1, "homo_energy_ev": [-9.32, -9.28], "relative_energy_kcal_mol": 44.3, "orbital_gap_ha": [0.163, 0.161]}